1.
7
Properties=species:S:1:pos:R:3:forces:R:3 method="wB97M-V/def2-TZVPD" e_above_lowest_kcal_mol=132.26 multiplicity=3 lumo_ha="0.0420 / -0.0730" total_charge=0 s_squared=2.01
C 0.397 -0.339 0.109 -0.87 2.58 1.99
C -0.500 0.822 0.480 -0.49 1.04 -0.58
N -0.211 -0.190 1.460 -1.28 -12.05 -0.12
O 0.237 1.258 1.558 1.64 11.57 -0.22
H -0.024 -1.172 -0.256 -1.43 -2.57 -2.21
H 1.417 -0.088 -0.150 0.16 -0.05 0.61
H -1.559 1.204 0.185 2.28 -0.52 0.55


2.
50
Properties=species:S:1:pos:R:3:forces:R:3 method="wB97M-V/def2-TZVPD" e_above_lowest_kcal_mol=7.48 lumo_ha=-0.2369 total_charge=+2
Sc 0.376 0.739 -0.444 0.14 -0.60 0.05
C -3.505 -4.348 -0.603 -0.19 -0.06 -0.18
Si -2.424 -3.947 0.841 0.10 0.14 -0.07
C -3.212 -4.445 2.442 -0.14 -0.08 0.19
C -0.766 -4.749 0.682 0.21 -0.07 0.03
C -2.336 -2.027 0.899 -0.09 0.05 0.05
C -3.446 -1.376 1.440 -0.03 0.07 0.04
C -3.556 0.015 1.520 -0.04 -0.16 0.00
C -2.518 0.763 1.042 0.05 -0.03 -0.01
N -1.432 0.173 0.509 -0.04 0.05 0.24
C -1.331 -1.180 0.427 0.02 0.13 -0.11
S 0.179 -1.706 -0.369 -0.22 0.55 -0.04
H -3.661 -5.428 -0.664 -0.01 0.03 -0.01
H -3.066 -4.025 -1.550 -0.01 0.00 0.02
H -4.488 -3.879 -0.505 0.01 -0.02 -0.04
H -3.255 -5.536 2.491 0.00 0.03 0.01
H -4.237 -4.084 2.544 0.02 -0.04 0.03
H -2.638 -4.100 3.306 -0.02 -0.01 -0.01
H -0.915 -5.823 0.824 0.04 0.02 0.00
H -0.067 -4.408 1.448 0.02 -0.03 -0.03
H -0.312 -4.601 -0.298 0.00 -0.02 0.03
H -4.268 -1.972 1.820 0.02 0.02 -0.01
H -4.428 0.493 1.944 -0.01 -0.03 0.00
H -2.524 1.845 1.068 0.02 0.01 0.00
C 4.487 2.043 -3.258 -0.01 0.01 0.02
C 4.089 0.630 -2.816 -0.02 -0.07 0.06
C 3.693 0.588 -1.375 0.00 -0.07 -0.07
N 2.505 0.821 -0.929 0.29 0.04 -0.01
N 2.390 0.771 0.455 -0.34 0.16 -0.24
C 3.521 0.470 1.042 0.01 -0.11 0.07
N 3.674 0.345 2.361 0.00 0.01 -0.04
S 4.805 0.242 -0.098 0.20 0.08 0.01
H 4.789 2.027 -4.303 -0.01 -0.01 0.00
H 5.326 2.424 -2.675 0.00 -0.02 0.01
H 3.650 2.733 -3.154 0.01 0.01 0.00
H 4.912 -0.066 -2.979 0.02 0.00 0.01
H 3.243 0.262 -3.397 -0.02 0.03 -0.02
H 2.866 0.366 2.962 0.00 0.00 0.00
H 4.550 0.063 2.766 0.01 0.00 -0.01
Br -1.207 2.160 -2.413 0.08 -0.18 -0.08
C -0.518 3.512 -1.263 -0.01 0.01 -0.03
C -0.831 4.835 -1.455 0.03 0.09 0.06
C -0.270 5.734 -0.556 -0.02 0.06 -0.02
C 0.562 5.274 0.457 0.02 0.03 0.02
C 0.813 3.922 0.553 -0.05 0.00 -0.08
N 0.270 3.040 -0.305 -0.07 -0.03 0.14
H -1.477 5.151 -2.261 0.00 0.00 0.01
H -0.485 6.790 -0.652 0.02 -0.01 0.01
H 1.013 5.956 1.164 -0.01 0.01 -0.01
H 1.459 3.512 1.318 0.00 -0.01 0.01


3.
25
Properties=species:S:1:pos:R:3:forces:R:3 method="wB97M-V/def2-TZVPD" e_above_lowest_kcal_mol=0.00 multiplicity=3 lumo_ha="-0.1529 / -0.1506" total_charge=+1 s_squared=2.00
C -1.614 2.230 -1.635 1.47 -0.04 -0.27
H -2.166 2.904 -0.953 -0.32 -0.56 -0.27
H -1.140 2.951 -2.325 0.11 -0.09 0.20
H -2.221 1.622 -2.333 -0.20 0.27 0.77
O -3.343 0.171 -0.230 -0.44 2.99 2.03
C -2.629 0.242 0.959 1.62 -1.01 -0.18
H -2.358 1.263 1.259 -0.41 -0.09 -0.09
H -3.659 1.138 -0.130 -0.08 -2.08 -1.82
H -3.105 -0.282 1.797 0.38 -0.26 -0.22
C 2.963 0.025 -0.763 1.72 -0.85 0.27
O 2.027 0.971 -1.136 1.87 0.04 -0.73
C 2.300 -1.331 -0.540 0.68 -0.37 -0.57
O 1.156 -1.069 0.269 -0.26 0.55 0.23
C 0.260 -2.143 0.480 -0.35 -0.72 -0.02
C -0.894 -1.583 1.279 -0.04 -0.56 0.79
O -1.250 -0.345 0.690 -1.26 0.70 -0.02
Tm 0.219 0.916 -0.536 -3.86 1.34 0.17
H 3.485 0.307 0.177 -0.27 0.05 -0.42
H 3.755 -0.118 -1.526 -0.36 0.17 0.27
H 2.962 -2.050 -0.033 -0.15 0.24 -0.18
H 1.963 -1.762 -1.499 0.07 0.05 0.23
H 0.751 -2.960 1.028 -0.12 0.20 -0.15
H -0.090 -2.524 -0.494 0.10 0.05 0.21
H -0.589 -1.389 2.320 -0.11 -0.24 -0.25
H -1.739 -2.286 1.260 0.20 0.21 0.04


4.
98
Properties=species:S:1:pos:R:3:forces:R:3 method="wB97M-V/def2-TZVPD" e_above_lowest_kcal_mol=9.55 lumo_ha=0.0006 total_charge=0 smiles="C[C@H]1COC(=O)O1.C[C@H]1COC(=O)O1.CN(C)C=O.CN(C)C=O.CN(C)C=O.CO.CO.CO.CO.CO.CO"
C -3.804 -4.342 -2.192 -0.39 0.17 0.19
O -2.689 -3.560 -1.791 0.22 -0.33 -0.23
H -4.709 -3.784 -1.932 -0.19 -0.33 -0.08
H -3.826 -4.528 -3.265 0.36 0.33 -0.05
H -3.819 -5.335 -1.727 0.02 0.11 0.21
H -2.934 -3.152 -0.953 0.03 0.22 -0.20
C 0.654 1.419 3.477 -0.31 0.43 0.78
O -0.615 0.893 3.896 0.28 0.21 -0.53
H 0.544 2.251 2.777 -0.05 -0.28 -0.28
H 1.147 1.842 4.359 0.30 -0.23 -0.14
H 1.232 0.603 3.050 0.09 0.11 -0.08
H -1.240 1.624 3.873 -0.19 -0.20 0.12
C -4.791 -1.811 1.463 1.04 1.16 0.43
O -3.860 -2.461 0.596 -0.37 -0.52 0.06
H -5.788 -2.240 1.480 0.01 -0.12 -0.09
H -4.343 -1.723 2.459 -0.37 -0.53 0.19
H -4.809 -0.759 1.172 -0.41 -0.15 -0.44
H -3.863 -3.396 0.835 0.04 0.09 0.04
C -1.614 -2.410 3.352 -0.59 0.39 0.39
O -0.383 -1.971 3.894 0.43 -0.54 -0.22
H -2.405 -2.299 4.104 -0.11 0.27 -0.15
H -1.846 -1.819 2.465 -0.27 -0.19 -0.07
H -1.650 -3.472 3.107 0.71 0.01 -0.13
H -0.372 -1.011 3.796 -0.26 0.06 0.23
C -0.356 4.100 -3.352 0.59 -1.29 1.08
O -1.561 3.359 -3.347 -0.78 0.58 -0.94
H -0.184 4.504 -2.350 0.08 0.39 -0.18
H 0.479 3.411 -3.543 0.12 0.19 -0.12
H -0.324 4.870 -4.116 -0.53 0.03 -0.02
H -1.565 2.661 -2.686 0.58 0.19 0.38
C 4.599 2.113 -0.473 0.40 0.99 -0.20
O 3.551 1.730 0.389 -0.39 -0.71 -0.04
H 5.506 2.391 0.071 -0.03 -0.13 0.09
H 4.857 1.315 -1.165 -0.28 -0.28 0.20
H 4.311 2.978 -1.082 -0.01 -0.05 -0.01
H 3.330 2.426 1.008 0.31 0.22 -0.03
C 3.192 -1.948 6.122 0.78 -0.84 -0.22
C 3.777 -2.444 4.786 -1.53 1.05 -0.28
C 2.873 -2.102 3.564 0.35 -0.48 0.35
O 3.773 -1.475 2.642 -0.78 0.06 -0.06
C 4.864 -1.074 3.299 0.58 0.00 -0.29
O 5.680 -0.327 2.849 -0.02 -0.11 0.14
O 4.936 -1.663 4.501 0.58 -0.12 0.23
H 2.407 -1.209 5.995 -0.09 -0.05 -0.01
H 4.019 -1.509 6.680 -0.08 0.06 0.09
H 2.854 -2.813 6.692 -0.36 0.19 0.09
H 3.962 -3.517 4.783 0.63 0.10 0.17
H 2.077 -1.417 3.844 -0.03 0.05 -0.14
H 2.450 -2.987 3.097 -0.09 0.07 -0.07
C -4.063 2.118 -0.707 0.41 -1.07 -0.25
C -3.716 2.966 0.490 -0.84 0.01 -0.20
C -4.006 4.466 0.303 0.74 -1.24 -0.13
O -4.601 4.842 1.526 -0.09 0.95 0.35
C -5.078 3.769 2.167 0.23 -0.82 -0.06
O -5.770 3.778 3.134 0.01 0.18 -0.01
O -4.631 2.641 1.562 -0.12 -0.13 0.18
H -3.799 1.073 -0.516 -0.27 0.01 0.32
H -3.456 2.300 -1.594 -0.07 0.70 0.09
H -5.120 2.154 -0.964 -0.02 0.22 0.06
H -2.712 2.739 0.840 0.07 0.25 -0.07
H -4.733 4.605 -0.498 0.24 0.29 -0.16
H -3.043 4.950 0.157 -0.38 0.59 -0.16
C -2.801 -0.558 -6.389 -0.06 -0.23 -0.09
O -3.852 -0.800 -6.944 -0.19 0.22 -0.06
N -2.515 0.526 -5.632 0.89 0.40 -0.90
C -1.199 0.651 -5.023 -0.16 0.00 0.11
C -3.403 1.665 -5.555 -0.92 -0.27 0.38
H -1.957 -1.264 -6.457 0.09 0.03 0.15
H -0.785 1.646 -5.181 -0.27 0.15 0.23
H -0.449 -0.020 -5.441 -0.38 -0.36 -0.09
H -1.320 0.431 -3.959 0.44 0.24 0.12
H -4.317 1.438 -6.103 0.00 -0.27 0.17
H -3.642 1.822 -4.501 -0.16 0.24 -0.04
H -3.063 2.618 -5.964 0.74 -0.25 0.00
C -0.012 1.460 -0.262 -0.02 -1.03 -0.48
O -0.978 2.105 -0.645 0.04 0.69 -0.03
N 0.017 0.123 -0.280 0.27 -0.59 0.16
C 1.095 -0.624 0.343 0.08 -0.31 0.24
C -1.120 -0.691 -0.720 0.67 0.08 0.47
H 0.961 1.855 0.063 -0.14 0.45 0.11
H 1.930 0.007 0.642 -0.09 0.16 -0.14
H 1.474 -1.398 -0.324 0.00 0.11 -0.19
H 0.728 -1.153 1.229 -0.08 0.07 0.08
H -1.709 -0.976 0.154 -0.39 0.22 -0.14
H -1.684 -0.151 -1.471 -0.21 -0.07 0.08
H -0.724 -1.626 -1.112 -0.04 0.09 -0.31
C 5.894 -2.247 -2.468 -0.27 -0.22 0.22
O 4.933 -2.760 -3.002 -0.01 -0.01 -0.30
N 5.891 -1.777 -1.206 0.33 0.95 0.31
C 7.039 -1.083 -0.638 0.24 -0.80 0.52
C 4.662 -1.682 -0.433 -0.45 0.11 -1.00
H 6.875 -2.145 -2.955 0.09 -0.01 -0.09
H 6.973 -1.214 0.443 0.04 0.22 0.02
H 7.111 -0.015 -0.845 -0.24 0.04 -0.19
H 7.972 -1.573 -0.920 -0.05 0.09 -0.27
H 3.810 -1.668 -1.117 0.13 -0.32 -0.10
H 4.557 -2.546 0.220 -0.04 0.26 0.36
H 4.614 -0.710 0.053 0.22 -0.27 0.58


5.
24
Properties=species:S:1:pos:R:3:forces:R:3 method="wB97M-V/def2-TZVPD" e_above_lowest_kcal_mol=66.22 lumo_ha=0.0165 total_charge=0 smiles="CNC(C)=O.CNC(C)=O"
C -2.307 -1.369 0.341 -2.65 1.89 -1.97
C -1.338 2.353 0.524 -2.25 3.12 2.58
C -2.329 0.194 0.192 0.91 0.02 2.69
O -3.113 0.772 -0.500 -0.28 -0.21 -1.12
N -1.557 1.032 1.121 -1.15 -0.78 -3.07
H -2.116 -1.845 -0.669 -0.34 0.51 1.37
H -0.742 0.664 1.561 0.44 -0.56 -0.02
H -0.720 2.921 1.260 0.60 -0.58 -1.19
H -1.688 -1.686 1.091 2.01 -0.83 1.60
H -3.351 -1.576 0.738 1.07 -0.06 -0.93
H -1.209 2.526 -0.552 0.81 -0.84 0.36
H -2.260 3.059 0.696 0.89 -1.69 -0.32
C 2.334 0.129 1.205 -3.64 0.29 1.22
C 1.304 -1.258 -2.256 -0.48 0.11 5.63
C 2.329 -0.418 -1.218 -4.20 -4.88 -0.34
O 3.217 0.271 -1.530 1.89 2.20 -0.62
N 1.909 -0.695 0.084 0.10 -0.80 0.79
H 1.546 -1.648 0.424 0.71 2.21 -1.69
H 1.972 1.199 1.168 0.48 -1.04 -0.54
H 1.592 -1.249 -3.214 0.94 0.69 -3.59
H 1.673 -0.311 2.023 1.22 0.70 -0.38
H 3.333 0.128 1.510 1.70 -0.28 0.14
H 1.229 -2.350 -1.987 0.33 1.02 0.17
H 0.291 -0.844 -2.011 0.89 -0.20 -0.77


6.
63
Properties=species:S:1:pos:R:3:forces:R:3 method="wB97M-V/def2-TZVPD" multiplicity=5 lumo_ha="-0.0800 / -0.1783" total_charge=+1 s_squared=6.09
C 1.468 1.869 1.143 -0.67 2.83 -1.50
C 0.299 2.456 0.446 1.17 -1.07 0.72
C 0.618 2.571 -0.917 -0.78 0.17 0.66
C 1.961 2.130 -1.126 1.29 -0.63 0.99
C 2.497 1.707 0.088 -0.88 0.05 -1.21
Pd 0.405 0.022 1.221 -0.25 0.42 -0.50
C 0.095 -2.014 -1.107 4.67 0.16 -0.03
C 0.317 -1.927 0.403 1.38 -1.34 0.41
H -0.512 -2.315 1.000 0.53 0.08 -0.20
C 1.586 -1.788 1.014 -1.45 -1.09 -0.22
H 2.492 -1.680 0.413 -0.36 0.21 0.29
H 1.721 -2.127 2.049 -0.05 0.24 -0.37
C -0.401 -3.465 -1.382 0.29 -0.54 -0.04
H -1.240 -3.773 -0.728 0.38 0.03 -0.42
H -0.679 -3.615 -2.436 0.04 0.09 0.39
H 0.426 -4.150 -1.151 0.05 0.16 -0.03
C 1.458 -1.846 -1.807 0.28 -0.66 0.14
H 1.912 -0.880 -1.552 -0.09 -0.05 -0.12
H 2.126 -2.645 -1.466 0.12 0.15 -0.33
H 1.344 -1.909 -2.893 0.05 -0.05 0.18
C -0.907 3.028 1.083 -0.63 0.32 0.21
H -1.091 2.585 2.067 -0.08 0.15 -0.13
H -0.811 4.117 1.207 -0.07 -0.20 0.02
H -1.796 2.851 0.460 0.16 0.04 0.26
C -0.263 3.159 -1.958 -0.28 -0.08 -0.32
H -1.303 2.825 -1.818 0.27 0.17 -0.04
H -0.263 4.263 -1.935 0.04 -0.34 0.09
H 0.055 2.853 -2.964 -0.13 0.14 0.30
C 2.687 2.240 -2.420 0.17 -0.18 -0.33
H 2.008 2.049 -3.262 0.23 0.02 0.13
H 3.121 3.241 -2.579 -0.16 -0.28 0.14
H 3.508 1.513 -2.471 -0.15 0.19 -0.04
C 3.909 1.326 0.302 0.65 -0.35 0.11
H 4.258 0.632 -0.480 -0.06 0.17 0.26
H 4.577 2.204 0.257 -0.23 -0.24 0.05
H 4.060 0.844 1.275 0.01 0.07 -0.18
C 1.849 2.223 2.539 -0.18 -0.18 0.49
H 2.013 1.321 3.139 0.14 0.13 0.18
H 2.780 2.799 2.548 -0.06 -0.09 -0.01
H 1.073 2.829 3.021 0.12 -0.17 -0.04
C -0.729 -0.771 -1.515 -0.93 -3.98 -0.49
C -1.853 -1.793 -1.286 -3.56 4.89 -0.64
C -0.766 -0.368 -2.934 -0.38 0.75 -0.94
C -2.959 -1.820 -2.072 -0.18 -0.11 0.98
H -0.251 0.091 -1.023 -1.12 -0.15 0.94
C -1.996 -0.128 -3.529 0.82 -0.09 -0.19
H 0.174 -0.071 -3.401 -0.31 0.41 0.14
C -3.113 -0.853 -3.111 -0.40 0.11 0.27
H -3.767 -2.513 -1.843 0.13 -0.10 -0.29
H -2.072 0.590 -4.349 0.03 -0.53 -0.05
H -4.085 -0.720 -3.585 0.30 -0.12 0.06
C -2.806 -2.563 1.905 0.07 -0.20 -0.21
C -2.122 -1.604 2.811 0.53 0.77 1.00
N -1.267 -0.586 2.613 -0.61 0.01 -0.44
C -1.119 0.079 3.815 -0.34 -1.00 0.39
C -1.806 -0.605 4.781 0.18 0.36 -0.28
N -2.435 -1.643 4.132 0.25 0.31 0.04
H -3.461 -3.202 2.517 0.18 0.22 -0.33
H -3.411 -2.032 1.160 0.20 -0.18 0.10
H -2.088 -3.216 1.398 -0.33 0.07 -0.01
H -0.531 0.979 3.901 0.03 -0.16 0.05
H -1.862 -0.430 5.839 -0.19 -0.07 0.03
H -3.032 -2.346 4.552 0.14 0.31 -0.07


7.
79
Properties=species:S:1:pos:R:3:forces:R:3 method="wB97M-V/def2-TZVPD" e_above_lowest_kcal_mol=27.27 lumo_ha=-0.0237 total_charge=0
Ir 0.072 0.182 1.867 0.38 0.02 0.53
N -0.512 -2.945 4.814 0.02 -0.02 -0.02
C -0.050 -2.030 3.916 -0.12 0.08 0.00
S -1.200 -0.778 3.434 -0.13 -0.09 -0.07
N 1.155 -2.146 3.479 0.12 -0.12 -0.13
N 1.526 -1.157 2.574 -0.14 -0.01 0.04
C 2.783 -1.116 2.325 0.11 0.11 0.03
C 3.472 -0.091 1.574 0.00 -0.03 0.09
C 4.864 -0.264 1.442 0.02 -0.01 0.02
C 5.670 0.670 0.841 -0.01 0.00 -0.01
C 5.083 1.853 0.374 -0.01 0.01 0.05
C 3.729 2.053 0.478 0.01 -0.03 -0.04
C 2.873 1.082 1.045 0.00 -0.05 -0.12
O 1.590 1.342 1.001 -0.14 0.03 0.12
H -1.359 -2.734 5.310 0.00 0.00 -0.01
H 0.174 -3.513 5.283 0.00 0.01 0.02
H 3.394 -1.891 2.785 0.00 -0.01 -0.02
H 5.300 -1.172 1.844 0.00 0.01 0.00
H 6.734 0.505 0.748 0.00 0.00 0.02
H 5.702 2.623 -0.071 0.00 -0.01 -0.01
H 3.266 2.961 0.112 0.00 -0.02 -0.02
C 2.822 1.370 -2.886 -0.02 0.04 -0.02
Si 2.170 -0.370 -3.039 0.01 -0.02 0.02
C 0.654 -0.372 -4.143 -0.02 -0.03 -0.02
C 3.461 -1.514 -3.759 0.04 -0.01 -0.01
C 1.745 -1.009 -1.314 -0.05 -0.13 0.10
Te -0.100 -0.195 -0.605 0.22 -0.02 -0.50
C -1.207 -1.897 -1.260 -0.10 0.18 0.15
Si -1.257 -3.629 -0.507 0.10 -0.04 0.00
C 0.320 -4.529 -0.962 0.03 -0.05 0.01
C -2.717 -4.469 -1.324 -0.01 0.00 -0.07
C -1.489 -3.659 1.335 -0.03 0.02 0.05
H 2.972 1.814 -3.873 0.01 0.00 0.01
H 3.774 1.388 -2.351 -0.02 0.00 0.00
H 2.121 2.006 -2.338 0.01 0.00 0.00
H 0.925 0.006 -5.131 0.00 -0.01 0.01
H -0.141 0.271 -3.757 0.00 0.00 0.00
H 0.241 -1.375 -4.281 0.02 0.00 -0.01
H 3.788 -1.170 -4.743 0.00 -0.01 0.01
H 3.070 -2.528 -3.871 0.00 0.01 0.00
H 4.341 -1.566 -3.112 0.00 0.01 -0.01
H 2.529 -0.723 -0.612 0.01 0.00 -0.04
H 1.671 -2.097 -1.300 -0.06 0.02 0.03
H -0.800 -1.986 -2.272 -0.11 -0.02 -0.04
H -2.226 -1.513 -1.366 0.00 -0.02 0.00
H 0.478 -4.563 -2.043 0.01 0.02 0.01
H 0.275 -5.560 -0.602 0.00 0.00 -0.01
H 1.195 -4.066 -0.500 -0.01 -0.02 0.02
H -2.629 -4.484 -2.413 0.00 0.01 0.01
H -3.652 -3.964 -1.071 0.01 -0.01 0.00
H -2.795 -5.504 -0.982 0.00 0.01 -0.01
H -0.532 -3.664 1.859 0.00 0.03 0.00
H -2.035 -4.561 1.623 0.03 -0.01 0.00
H -2.055 -2.798 1.695 -0.03 -0.01 0.01
C -5.077 2.405 -2.426 0.02 -0.01 0.00
C -5.137 1.104 -1.949 -0.01 0.01 -0.02
C -4.309 0.706 -0.913 -0.05 0.02 0.08
C -3.401 1.585 -0.308 -0.40 0.15 0.22
C -3.339 2.888 -0.821 0.11 -0.08 -0.02
C -4.167 3.287 -1.857 0.00 0.01 -0.01
C -2.522 1.022 0.729 0.37 0.00 -0.16
C -1.444 1.507 1.413 -0.54 0.05 0.39
C -1.369 2.897 1.936 0.14 0.12 -0.35
C -0.165 3.456 2.374 0.07 0.04 -0.08
C -0.115 4.726 2.931 -0.03 0.03 0.00
C -1.274 5.471 3.084 0.02 -0.01 0.00
C -2.486 4.923 2.685 -0.02 0.01 0.00
C -2.531 3.658 2.126 -0.06 -0.11 0.13
H -5.717 2.724 -3.238 -0.01 0.00 0.01
H -5.831 0.396 -2.384 0.00 0.00 -0.01
H -4.362 -0.316 -0.551 -0.02 0.01 0.01
H -2.623 3.591 -0.423 0.01 0.03 0.05
H -4.101 4.304 -2.225 0.02 -0.01 -0.01
H -2.670 -0.056 0.824 0.24 -0.07 -0.34
H 0.751 2.896 2.263 0.01 -0.01 -0.03
H 0.837 5.131 3.250 0.00 -0.01 0.00
H -1.238 6.459 3.524 0.00 0.00 0.00
H -3.405 5.479 2.825 0.00 0.00 -0.01
H -3.489 3.233 1.861 -0.01 -0.02 -0.02


8.
25
Properties=species:S:1:pos:R:3:forces:R:3 method="wB97M-V/def2-TZVPD" e_above_lowest_kcal_mol=0.00 lumo_ha=-0.3165 total_charge=+2
C -0.134 0.602 0.038 2.63 4.04 -1.11
C 1.897 -0.677 0.008 0.20 0.45 0.10
C 2.279 1.741 0.347 -0.17 0.89 0.48
C 1.049 2.089 -0.449 -2.28 -2.99 0.73
C 2.476 -2.017 -0.160 0.33 -0.70 0.04
C -3.581 0.168 -0.418 0.16 -0.21 0.03
C -2.463 -0.020 0.601 -1.02 -0.48 0.21
N 2.677 0.365 0.106 -0.02 -0.32 -0.27
N 0.538 -0.561 0.093 -0.61 -0.99 0.19
N -1.360 0.862 0.258 0.41 0.18 -0.16
F 0.397 3.159 -0.040 0.09 0.20 0.17
H 3.108 2.408 0.081 -0.12 -0.20 -0.02
H 2.072 1.889 1.418 0.06 -0.02 -0.20
H 1.106 2.037 -1.537 0.06 -0.06 0.06
H 1.755 -2.748 -0.518 -0.08 0.08 -0.07
H 2.872 -2.395 0.790 -0.10 0.16 0.08
H 3.323 -1.996 -0.847 -0.07 0.09 -0.05
H -4.393 -0.513 -0.181 -0.11 -0.04 0.04
H -3.974 1.180 -0.390 -0.05 0.14 0.02
H -3.235 -0.055 -1.423 0.00 -0.02 -0.14
H -2.126 -1.057 0.639 0.06 0.09 0.03
H -2.824 0.272 1.593 0.22 -0.11 -0.04
H 3.681 0.204 0.049 -0.22 -0.15 -0.06
H 0.012 -1.433 0.179 0.27 0.07 -0.04
H -1.659 1.834 0.121 0.36 -0.09 -0.01